# 1
This record from the OMol25 dataset describes C25H25Cl2F9N2O6PSV as an isolated structure at a distorted geometry. The level of theory is ωB97M-V/def2-TZVPD.

Calculated values
- Highest occupied orbital energy (alpha / beta): -8.443 / -8.648 eV
- LUMO (alpha / beta): -0.0353 / -0.0016 Eh
- Multiplicity: 3
- HOMO-LUMO gap (alpha / beta): 0.2750 / 0.3162 Eh
- E: -136915.276 eV
- Expectation value of S²: 2.013

Each line ends with the Löwdin spin population.
Element x y z (Å)
V1 -0.8252 -1.5727 -0.0484  1.88
Cl1 -0.9398 1.7167 -0.2583  0.01
C1 -1.2219 2.4117 -1.8238  0.00
C2 -1.9690 3.5759 -1.8868  0.00
C3 -2.2563 4.1326 -3.1225  0.00
C4 -1.7922 3.5318 -4.2817  0.00
C5 -1.0235 2.3845 -4.1880  0.00
Cl2 -0.4398 1.6477 -5.6491  0.00
C6 -0.7148 1.7907 -2.9627  0.00
N1 0.0235 0.5980 -2.8853  0.00
C7 1.3694 0.5896 -2.4487  0.00
C8 1.9345 1.6872 -1.8102  0.00
C9 3.2364 1.6277 -1.3337  0.00
C10 3.9915 0.4791 -1.4977  0.00
C11 3.4304 -0.6028 -2.1630  0.00
C12 2.1306 -0.5732 -2.6450  0.00
C13 1.5733 -1.7700 -3.3656  0.00
C14 0.5252 -2.5925 -2.6371  0.00
O1 0.0793 -3.6273 -3.0337  0.00
O2 0.1411 -2.0336 -1.4718  0.00
H1 -2.3370 4.0176 -0.9718  0.00
H2 -2.8489 5.0351 -3.1803  0.00
H3 -2.0109 3.9449 -5.2558  0.00
H4 -0.1304 0.0131 -3.6926  0.00
H5 1.3615 2.5957 -1.6844  0.00
H6 3.6578 2.4945 -0.8403  0.00
H7 5.0084 0.4289 -1.1323  0.00
H8 4.0161 -1.5029 -2.3122  0.00
H9 2.3773 -2.4631 -3.6172  0.00
H10 1.1305 -1.4905 -4.3285  0.00
F1 -5.0112 -1.3003 -2.0432  0.00
C15 -3.9291 -0.7930 -1.4564  0.00
F2 -2.8498 -1.2263 -2.1341  0.01
F3 -3.9622 0.5378 -1.5864  0.00
C16 -3.7947 -1.2044 0.0403  0.01
O3 -2.5083 -0.9750 0.4385  0.01
C17 -4.7294 -0.3283 0.9190  0.00
F4 -5.9553 -0.2394 0.3840  0.00
F5 -4.2377 0.9060 1.0454  0.00
F6 -4.8429 -0.8499 2.1436  0.00
C18 -4.1541 -2.7101 0.2126  0.00
F7 -3.5320 -3.4297 -0.7331  0.00
F8 -3.7528 -3.1550 1.3978  0.00
F9 -5.4692 -2.9214 0.1046  0.00
C19 1.9298 3.1598 2.8976  0.00
C20 2.3441 2.1203 1.8847  0.00
O4 2.1832 0.8042 2.4592  0.01
P1 1.4240 -0.3180 1.5650  0.02
O5 2.0151 -1.6353 2.2799  0.00
C21 3.3560 -2.0380 1.9418  0.00
C22 4.2263 -1.9798 3.1738  0.00
O6 -0.0935 -0.3646 2.1664  0.01
C23 -0.3806 -0.7140 3.5526  0.00
C24 -1.2368 0.3705 4.1550  0.00
H11 2.1661 4.1599 2.5308  0.00
H12 2.4562 3.0087 3.8400  0.00
H13 0.8581 3.1117 3.0910  0.00
H14 3.3937 2.2294 1.6061  0.00
H15 1.7496 2.2026 0.9709  0.00
H16 3.7493 -1.3928 1.1484  0.00
H17 3.2864 -3.0513 1.5446  0.00
H18 4.3076 -0.9562 3.5394  0.00
H19 5.2269 -2.3513 2.9462  0.00
H20 3.8006 -2.5996 3.9627  0.00
H21 0.5597 -0.8519 4.0825  0.00
H22 -0.8980 -1.6725 3.5254  0.00
H23 -0.6991 1.3181 4.1917  0.00
H24 -1.5210 0.0996 5.1729  0.00
H25 -2.1471 0.5080 3.5706  0.00
S1 0.0234 -4.9738 3.0291  0.03
C25 -0.2977 -3.8900 1.9015  0.02
N2 -0.5305 -3.0887 1.0659  -0.01

# 2
This record from the OMol25 dataset describes one molecule with the formula C25H25ClN2O6S2 at a distorted geometry. The level of theory is ωB97M-V/def2-TZVPD.

Calculated values
- Highest occupied orbital energy: -8.575 eV
- LUMO: 0.0055 Eh
- HOMO-LUMO gap: 0.3206 Eh
- E: -75789.555 eV
- SMILES string: CCOC(=O)c1c(-c2ccccc2Cl)csc1NC(=O)c1cc(S(=O)(=O)N2CCOCC2)ccc1C

Each line ends with the natural charge from an NBO analysis.
Element x y z (Å)
C1 -0.0899 3.9548 2.5698  -0.62
C2 -0.5582 2.5475 2.8856  -0.07
O1 0.2554 1.6368 2.1472  -0.51
C3 0.0553 0.3383 2.3705  0.80
O2 -0.8270 -0.0912 3.0853  -0.62
C4 0.9900 -0.5193 1.6346  -0.25
C5 2.1941 -0.1091 0.9811  -0.04
C6 2.7224 1.2613 0.9699  -0.09
C7 2.8302 1.9460 -0.2359  -0.14
C8 3.3199 3.2395 -0.2647  -0.23
C9 3.7171 3.8590 0.9086  -0.20
C10 3.6284 3.1866 2.1156  -0.24
C11 3.1332 1.8946 2.1398  0.00
Cl1 3.0330 1.0513 3.6481  0.01
C12 2.8052 -1.1381 0.3430  -0.38
S1 1.9700 -2.6319 0.5193  0.46
C13 0.7282 -1.8607 1.4517  0.07
N1 -0.3638 -2.5558 1.9270  -0.64
C14 -1.1831 -3.3901 1.2050  0.66
O3 -2.0781 -4.0068 1.7326  -0.57
C15 -0.9038 -3.3897 -0.2659  -0.09
C16 -0.8203 -2.1488 -0.8873  -0.17
C17 -0.5067 -2.0600 -2.2247  -0.35
S2 -0.1558 -0.4189 -2.8378  2.33
O4 1.0942 -0.0103 -2.2577  -0.95
O5 -0.2866 -0.3875 -4.2658  -0.93
N2 -1.3668 0.4555 -2.0865  -0.70
C18 -1.0283 1.7019 -1.4335  -0.26
C19 -2.1794 2.0565 -0.4896  -0.07
O6 -3.3973 2.1499 -1.1901  -0.52
C20 -3.7144 0.9388 -1.8345  -0.07
C21 -2.6128 0.5298 -2.8167  -0.25
C22 -0.3228 -3.2000 -2.9826  -0.15
C23 -0.4687 -4.4380 -2.3787  -0.22
C24 -0.7428 -4.5576 -1.0183  0.04
C25 -0.8181 -5.8987 -0.3655  -0.65
H1 -0.7114 4.6733 3.0958  0.22
H2 0.9443 4.0814 2.8777  0.22
H3 -0.1525 4.1388 1.5006  0.21
H4 -0.4581 2.3228 3.9533  0.20
H5 -1.6070 2.3996 2.6045  0.19
H6 2.5082 1.4482 -1.1391  0.24
H7 3.3938 3.7639 -1.2051  0.22
H8 4.1008 4.8679 0.8892  0.22
H9 3.9448 3.6561 3.0343  0.23
H10 3.7114 -1.1057 -0.2266  0.25
H11 -0.7141 -2.2518 2.8337  0.45
H12 -0.9828 -1.2353 -0.3375  0.24
H13 -0.0967 1.5567 -0.8867  0.24
H14 -0.8954 2.5093 -2.1681  0.19
H15 -2.0160 3.0328 -0.0318  0.20
H16 -2.2580 1.2871 0.2937  0.17
H17 -4.6561 1.1093 -2.3578  0.20
H18 -3.8462 0.1410 -1.0879  0.17
H19 -2.8138 -0.4537 -3.2420  0.22
H20 -2.5446 1.2633 -3.6318  0.20
H21 -0.0713 -3.1032 -4.0269  0.24
H22 -0.3426 -5.3342 -2.9677  0.22
H23 -0.9169 -6.6867 -1.1068  0.22
H24 0.0883 -6.0787 0.2126  0.23
H25 -1.6599 -5.9378 0.3213  0.25

# 3
This record from the OMol25 dataset describes C25H25I2O6S3Ti as an isolated structure at a distorted geometry. The level of theory is ωB97M-V/def2-TZVPD.

Calculated values
- Highest occupied orbital energy (alpha / beta): -6.784 / -6.887 eV
- LUMO (alpha / beta): 0.0092 / 0.0091 Eh
- Multiplicity: 2
- HOMO-LUMO gap (alpha / beta): 0.2585 / 0.2622 Eh
- E: -110438.390 eV
- Expectation value of S²: 0.757

Each line ends with the Löwdin spin population.
Element x y z (Å)
Ti1 -0.3818 -0.3749 0.0869  0.95
I1 1.5330 4.4340 1.2424  0.00
C1 2.9662 2.9151 1.6290  0.00
I2 3.3211 1.5904 0.0320  0.00
H1 2.5811 2.3295 2.4546  0.00
H2 3.8874 3.4181 1.8919  0.00
O1 -1.5739 -0.4062 -1.5535  0.00
S1 -1.3653 -1.6064 -2.5131  0.00
C2 -3.1372 -1.5461 -3.1624  0.00
C3 -4.0533 -0.6552 -2.3247  0.00
C4 -3.8371 0.8534 -2.5205  0.00
C5 -4.1631 1.6871 -1.2785  0.00
S2 -2.8431 2.1728 -0.1175  0.00
O2 -2.1793 0.9423 0.4611  0.00
C6 -1.7465 2.9929 -1.2663  0.00
C7 -2.2267 4.1797 -1.8164  0.00
C8 -1.4320 4.8949 -2.6947  0.00
C9 -0.1576 4.4367 -3.0104  0.00
C10 0.3241 3.2747 -2.4326  0.00
C11 -0.4663 2.5523 -1.5492  0.02
C12 -1.5837 -3.0737 -1.5109  0.01
C13 -0.9951 -4.2529 -1.9351  0.00
C14 -1.1265 -5.3892 -1.1527  0.00
C15 -1.8300 -5.3396 0.0434  0.00
C16 -2.4259 -4.1552 0.4520  0.00
C17 -2.3107 -3.0169 -0.3316  0.01
H3 -3.4995 -2.5734 -3.1789  0.00
H4 -3.0748 -1.1993 -4.1964  0.00
H5 -3.9217 -0.9104 -1.2750  0.00
H6 -5.0921 -0.8944 -2.5737  0.00
H7 -4.4791 1.2008 -3.3344  0.00
H8 -2.8140 1.0681 -2.8219  0.00
H9 -4.9112 1.2095 -0.6408  0.00
H10 -4.5639 2.6641 -1.5582  0.00
H11 -3.2104 4.5527 -1.5556  0.00
H12 -1.8034 5.8157 -3.1245  0.00
H13 0.4655 5.0018 -3.6909  0.00
H14 1.3224 2.9182 -2.6486  0.00
H15 -0.0473 1.6720 -1.0801  0.01
H16 -0.4073 -4.2736 -2.8442  0.00
H17 -0.6563 -6.3121 -1.4654  0.00
H18 -1.9054 -6.2251 0.6604  0.00
H19 -2.9741 -4.1112 1.3835  0.00
H20 -2.7923 -2.0956 -0.0252  0.00
S3 1.1389 -1.3080 -1.2975  -0.06
O3 -0.0393 -1.2898 1.8888  0.01
C18 0.1842 -0.1248 2.3313  0.01
O4 0.4642 0.8041 1.5125  0.02
C19 0.0465 0.2040 3.7762  0.00
C20 -0.0656 1.5309 4.1585  0.00
C21 -0.1816 1.8764 5.5092  0.00
C22 -0.1621 0.8424 6.4111  0.00
O5 -0.2519 0.9201 7.7703  0.00
C23 -0.1397 -0.4216 8.2550  0.00
O6 -0.0613 -1.2905 7.1281  0.00
C24 -0.0465 -0.4831 6.0226  0.00
C25 0.0570 -0.8447 4.7077  0.00
H21 -0.0651 2.2990 3.3968  0.00
H22 -0.2796 2.9035 5.8301  0.00
H23 -1.0261 -0.6646 8.8414  0.00
H24 0.7711 -0.5113 8.8502  0.00
H25 0.1363 -1.8741 4.3884  0.00

# 4
This record from the OMol25 dataset describes C25H25N3O5S2 as an isolated structure at a distorted geometry. The level of theory is ωB97M-V/def2-TZVPD.

Calculated values
- Highest occupied orbital energy: -8.293 eV
- LUMO: 0.0103 Eh
- HOMO-LUMO gap: 0.3150 Eh
- E: -62707.023 eV

Each line ends with the natural charge from an NBO analysis.
Element x y z (Å)
C1 1.6598 2.8985 -1.4487  -0.25
H1 1.5553 2.1546 -2.2451  0.17
O1 1.5877 2.3032 -0.1760  -0.49
C2 0.4514 1.6373 0.1678  0.32
C3 0.4535 1.0460 1.4321  -0.25
C4 -0.6256 0.3056 1.8577  -0.19
C5 -1.7356 0.1426 1.0348  0.19
C6 -1.7600 0.7691 -0.2014  -0.23
C7 -0.6729 1.5079 -0.6398  -0.31
H2 -0.7177 1.9731 -1.6123  0.22
H3 -2.6261 0.6644 -0.8399  0.23
N1 -2.8090 -0.6615 1.4845  -0.72
S1 -4.2121 0.0869 1.9804  2.32
O2 -4.9220 -0.8695 2.7784  -0.94
O3 -3.8095 1.3311 2.5657  -0.93
C8 -5.1724 0.4319 0.5076  -0.27
C9 -6.0532 -0.5178 0.0319  -0.17
C10 -6.7677 -0.2519 -1.1247  -0.21
C11 -6.5946 0.9556 -1.7821  -0.19
C12 -5.7190 1.9085 -1.2834  -0.22
C13 -5.0013 1.6463 -0.1283  -0.22
H4 -4.3208 2.3657 0.3003  0.24
H5 -5.5975 2.8534 -1.7920  0.22
H6 -7.1507 1.1603 -2.6853  0.22
H7 -7.4549 -0.9875 -1.5125  0.22
H8 -6.1727 -1.4429 0.5704  0.24
C14 -2.8382 -2.0616 1.1256  -0.32
H9 -3.7077 -2.4841 1.6311  0.26
H10 -1.9179 -2.5429 1.4675  0.23
C15 -2.9803 -2.2294 -0.3800  0.66
O4 -4.0359 -2.3273 -0.9684  -0.60
N2 -1.8075 -2.1943 -1.0763  -0.44
N3 -0.6123 -2.0121 -0.4939  -0.24
C16 0.3926 -1.7004 -1.2101  0.07
C17 1.6792 -1.4261 -0.6183  -0.14
C18 2.6972 -0.8651 -1.3857  -0.17
C19 3.9109 -0.5210 -0.8229  -0.27
C20 4.1315 -0.7407 0.5328  0.31
C21 3.1240 -1.3290 1.3044  -0.26
C22 1.9181 -1.6623 0.7400  -0.14
H11 1.1335 -2.1043 1.3311  0.23
H12 3.3199 -1.5022 2.3505  0.23
O5 5.2782 -0.4360 1.1959  -0.48
C23 6.3023 0.2608 0.5347  0.07
C24 7.4185 0.6287 1.5142  -0.50
H13 7.4883 1.6758 1.7941  0.22
H14 7.4088 -0.0050 2.3986  0.23
S2 8.7153 0.0910 0.3413  0.17
C25 7.1853 -0.5748 -0.4066  -0.53
H15 7.1035 -0.3666 -1.4705  0.22
H16 7.0975 -1.6441 -0.2202  0.23
H17 5.8998 1.1490 0.0300  0.19
H18 4.6758 -0.0857 -1.4464  0.21
H19 2.5360 -0.6859 -2.4395  0.21
H20 0.3061 -1.5831 -2.2983  0.16
H21 -1.8819 -2.1792 -2.0987  0.38
H22 -0.6259 -0.1572 2.8311  0.23
H23 1.3241 1.1763 2.0544  0.23
H24 2.6482 3.3515 -1.5071  0.20
H25 0.9004 3.6765 -1.5747  0.18